Entry 1:
93
Properties=species:S:1:pos:R:3 method="wB97M-V/def2-TZVPD" lumo_ev="-2.633 / -2.634" homo_ha="-0.250 / -0.250" total_charge=+1
C -1.567 -1.285 -1.694
C 0.734 -1.761 -1.581
C -1.687 -2.166 -2.763
C 0.608 -2.819 -2.518
C -0.625 -2.990 -3.128
H -2.661 -2.207 -3.221
H 1.489 -3.371 -2.868
H -0.784 -3.700 -3.932
N -0.407 -1.208 -1.020
P -2.862 0.089 0.453
P 3.173 -0.272 -0.278
C -2.745 -0.362 -1.347
H -2.758 0.575 -1.933
H -3.660 -0.890 -1.679
C -0.146 1.953 2.078
O 0.320 2.916 2.486
C 2.067 -1.124 -1.470
H 2.832 -1.851 -1.883
C 4.479 0.435 -1.209
C 3.403 -1.037 1.292
C -3.627 1.800 0.370
C -4.074 -1.270 1.120
C 4.576 1.971 -0.938
H 4.621 2.192 0.134
H 5.488 2.339 -1.423
H 3.727 2.496 -1.372
C 5.817 -0.188 -0.792
H 6.116 -0.025 0.249
H 5.864 -1.262 -0.996
H 6.607 0.265 -1.412
C 4.409 0.192 -2.731
H 5.261 0.694 -3.196
H 4.483 -0.869 -2.961
H 3.511 0.597 -3.175
C 4.228 -0.086 2.147
H 3.715 0.840 2.373
H 4.447 -0.590 3.080
H 5.187 0.177 1.716
C 2.082 -1.401 2.025
H 1.531 -0.492 2.307
H 1.446 -2.084 1.438
H 2.362 -1.918 2.960
C 4.190 -2.348 1.054
H 5.183 -2.190 0.629
H 4.324 -2.805 2.035
H 3.660 -3.060 0.416
C -4.586 -0.853 2.502
H -5.195 -1.667 2.911
H -3.768 -0.675 3.204
H -5.217 0.039 2.460
C -3.256 -2.579 1.197
H -2.884 -2.890 0.208
H -2.404 -2.476 1.881
H -3.913 -3.373 1.583
C -5.282 -1.525 0.213
H -5.952 -2.235 0.712
H -5.868 -0.634 0.004
H -5.018 -1.978 -0.742
C -2.797 2.701 -0.583
H -3.015 2.488 -1.636
H -3.033 3.757 -0.385
H -1.723 2.577 -0.417
C -3.563 2.405 1.787
H -2.528 2.439 2.146
H -3.941 3.438 1.760
H -4.164 1.847 2.514
C -5.079 1.809 -0.103
H -5.215 1.353 -1.081
H -5.770 1.320 0.579
H -5.453 2.837 -0.197
Cd -0.531 0.001 1.069
N 2.011 0.910 -0.087
C 1.749 0.559 -1.357
C 1.243 1.374 -2.455
C 0.861 2.751 -2.391
C 1.185 0.715 -3.723
C 0.638 3.444 -3.579
H 0.764 3.236 -1.407
C 0.971 1.425 -4.881
H 1.369 -0.364 -3.717
C 0.720 2.802 -4.823
H 0.394 4.525 -3.551
H 1.002 0.890 -5.837
H 0.615 3.376 -5.756
C -0.767 0.327 5.133
C -1.003 -1.143 4.865
O -0.753 -1.456 3.492
H 0.248 0.620 4.859
H -0.860 0.556 6.208
H -1.454 0.964 4.551
H -0.404 -1.754 5.553
H -2.041 -1.373 5.067
H -0.674 -2.411 3.408

***

Entry 2:
129
Properties=species:S:1:pos:R:3 method="wB97M-V/def2-TZVPD" lumo_ev=-0.568 homo_ha=-0.281 total_charge=0
C 0.437 5.172 3.163
C 0.664 3.575 3.399
C -0.345 2.824 2.372
C -0.448 1.236 2.681
N -1.903 0.888 2.674
N -2.178 -0.374 2.137
C -2.098 -0.426 0.665
C -3.286 0.252 -0.122
C -3.337 0.298 -1.690
B -4.555 1.038 -2.464
O -4.338 2.432 -2.854
O -5.840 0.488 -2.769
C -5.909 -0.949 -2.568
C -6.403 -1.323 -1.063
C -2.143 -0.363 -2.482
I -2.058 -0.371 -4.682
C -0.953 -1.030 -1.762
C 0.291 -1.730 -2.514
O 0.277 -2.994 -2.496
C 1.498 -0.932 -3.198
F 2.667 -1.157 -2.383
F 1.248 0.470 -3.119
C 1.759 -1.277 -4.743
F 1.139 -2.461 -5.204
F 1.185 -0.203 -5.513
C 3.304 -1.347 -5.178
F 4.083 -0.253 -4.738
F 3.964 -2.549 -4.740
C 3.337 -1.326 -6.807
O 3.609 -0.312 -7.478
O 3.021 -2.547 -7.474
C -0.972 -1.034 -0.200
S 0.479 -1.870 0.634
C -0.249 -2.263 2.312
C 0.450 -3.431 3.076
C -0.117 -3.854 4.469
C 0.517 -5.083 5.301
C 1.182 -6.095 4.244
O 2.357 -6.020 3.822
I -0.017 -7.758 3.436
C -1.323 -3.035 5.015
C -2.015 -1.862 4.248
B -3.258 -1.130 4.992
O -2.949 0.087 5.733
O -4.586 -1.666 4.968
C -5.342 -1.278 6.161
C -1.473 -1.468 2.818
H 1.228 5.612 2.440
H -0.588 5.399 2.701
H 0.497 5.768 4.139
H 1.760 3.321 3.214
H 0.313 3.370 4.467
H -0.040 3.032 1.279
H -1.362 3.364 2.508
H 0.197 0.639 1.952
H -0.047 1.035 3.733
H -2.474 1.563 2.151
H -4.149 0.753 0.448
H -4.966 2.924 -2.263
H -4.982 -1.529 -2.889
H -6.766 -1.325 -3.250
H -7.508 -1.000 -0.935
H -6.386 -2.452 -0.903
H -5.816 -0.774 -0.254
H 3.667 -3.233 -7.170
H 1.333 -3.993 2.631
H 1.229 -4.728 6.120
H -0.335 -5.679 5.808
H -1.723 -3.332 6.056
H -1.962 0.122 5.806
H -5.836 -0.262 5.930
H -4.695 -1.183 7.101
H -6.157 -2.065 6.345
N -1.975 0.763 -9.720
C -1.116 0.419 -8.730
N 0.125 0.076 -9.150
O -1.436 0.419 -7.550
H -1.733 0.771 -10.694
H -2.909 1.025 -9.446
H 0.793 -0.186 -8.443
H 0.408 0.070 -10.114
N 5.879 1.511 -8.999
C 5.473 1.608 -10.289
N 6.230 2.427 -11.062
O 4.502 1.007 -10.722
H 6.674 1.996 -8.625
H 5.342 0.911 -8.391
H 5.960 2.526 -12.027
H 7.031 2.930 -10.726
N 3.699 3.461 7.785
C 3.301 3.570 6.491
N 4.069 4.385 5.727
O 2.329 2.980 6.051
H 4.496 3.938 8.167
H 3.153 2.863 8.383
H 3.804 4.492 4.761
H 4.872 4.880 6.070
N -2.894 8.188 4.034
C -1.655 8.007 3.515
N -0.708 8.847 4.000
O -1.409 7.153 2.676
H -3.116 8.882 4.724
H -3.625 7.582 3.699
H 0.226 8.743 3.638
H -0.888 9.554 4.689
N -0.526 6.249 9.867
C 0.228 6.198 8.739
N 1.309 5.383 8.816
O -0.047 6.836 7.735
H -0.318 5.733 10.702
H -1.338 6.844 9.849
H 1.894 5.318 7.999
H 1.552 4.851 9.632
N 1.563 -6.710 -1.235
C 1.571 -7.998 -0.812
N 2.190 -8.201 0.379
O 1.059 -8.906 -1.452
H 1.977 -5.951 -0.725
H 1.111 -6.519 -2.117
H 2.215 -9.145 0.727
H 2.615 -7.470 0.921
N 1.935 -5.872 -6.388
C 1.374 -6.687 -5.458
N 1.956 -7.906 -5.346
O 0.421 -6.348 -4.776
H 2.718 -6.131 -6.959
H 1.529 -4.956 -6.501
H 1.567 -8.540 -4.664
H 2.740 -8.205 -5.897